Computed, not measured: a cluster of 4 separate species, C25H34FN3O8 in total at a distorted geometry, with ωB97M-V with the def2-TZVPD basis set.

Computed properties:
- Strongest force on any atom: 0.245 hartree/bohr
- Kohn-Sham gap: 7.7 eV
- Energy relative to the best compared isomer or geometry (same formula, charge and spin): 16.515 eV

```
! wB97M-V def2-TZVPD RIJCOSX def2/J DEFGRID3
* xyz 0 1
N 1.50821 0.08880 3.48128
C 0.98575 0.35464 2.30620
C 0.29021 0.88828 0.88255
C 0.74011 -0.19661 -0.26500
C 0.51620 0.41193 -1.80643
C -0.89195 0.30339 -2.64302
C -0.97763 1.00365 -4.15397
C 0.37421 1.77902 -4.75971
C 1.80146 1.89696 -3.91804
C 1.85593 1.19514 -2.42839
C 0.84457 2.41365 0.64859
C 2.50064 2.51636 0.85135
N 3.78989 2.72875 0.96842
C 0.14337 3.53824 1.66849
O -0.11015 3.32259 2.96215
N -0.17637 4.92177 1.06583
C -1.61439 5.29788 1.44275
O -1.73695 6.47959 2.10798
F -2.78448 4.41637 1.12231
H -0.88712 0.89959 1.07576
H -0.00262 -1.12523 -0.16924
H 1.82183 -0.64772 -0.11335
H -1.84396 -0.22400 -2.18044
H -1.98298 0.97559 -4.77599
H 0.32321 2.30891 -5.81864
H 2.75827 2.46147 -4.30037
H 2.84736 1.28067 -1.77350
H 0.64912 2.84070 -0.44234
H -0.23291 4.78433 0.01146
O 1.70810 -1.79961 -5.12553
C 2.88343 -1.64724 -5.45696
O 3.19381 -0.94452 -6.56867
C 4.53021 -0.57183 -6.95187
C 5.21852 -1.70525 -7.68609
C 3.98192 -2.31006 -4.68049
H 5.10080 -0.21751 -6.08779
H 4.43070 0.28448 -7.62777
H 5.32120 -2.59237 -7.05504
H 6.21500 -1.40109 -8.01817
H 4.63118 -2.00669 -8.55912
H 4.05359 -3.35757 -4.98598
H 3.73439 -2.25791 -3.61600
H 4.95190 -1.83098 -4.79106
O -4.26688 -0.69969 -2.51035
C -4.80550 -0.50649 -1.42083
O -4.05779 -0.24100 -0.32699
C -4.59123 0.15814 0.94887
C -5.02850 -1.04924 1.75418
C -6.29134 -0.64694 -1.27436
H -5.38861 0.89761 0.82579
H -3.77831 0.66662 1.47859
H -5.82712 -1.60238 1.25221
H -5.38739 -0.74530 2.74139
H -4.19419 -1.74645 1.88008
H -6.54311 -1.70747 -1.18700
H -6.76859 -0.23234 -2.16736
H -6.70493 -0.10326 -0.42820
O -1.47178 -3.99059 8.33764
C -0.80159 -2.99119 8.07971
O -0.75846 -2.50443 6.81984
C -0.14271 -1.25795 6.44726
C 1.34975 -1.43043 6.24647
C 0.04313 -2.35060 9.14037
H -0.38583 -0.47053 7.16743
H -0.59962 -0.95897 5.49760
H 1.84714 -1.75036 7.16624
H 1.80559 -0.49297 5.91609
H 1.54713 -2.20338 5.49706
H 0.97104 -2.91874 9.24968
H -0.50983 -2.37236 10.08423
H 0.27595 -1.30586 8.94822
*
```